Below is C41H33ClN3OP2V as an isolated structure, with properties calculated with ωB97M-V/def2-TZVPD.

* HOMO (spin up / spin down): -13.43 / -13.67 eV
* <S²>: 2.022
* max |F|: 5.03 eV/Å
* orbital gap (spin up / spin down): 7.1 / 7.3 eV
* ΔE to the lowest compared entry with this formula, charge and spin: 190.82 kJ/mol

Structure (ORCA input):
```
! wB97M-V def2-TZVPD RIJCOSX def2/J DEFGRID3
* xyz 2 3
V 1.177 0.062 -0.354
Cl 5.580 -0.229 5.351
C 4.378 -0.227 4.130
C 3.020 -0.302 4.483
C 2.040 -0.277 3.521
C 2.379 -0.174 2.161
O 1.528 -0.097 1.200
C 3.759 -0.124 1.793
C 4.112 -0.015 0.423
N 3.261 0.037 -0.563
C 3.699 0.191 -1.874
C 4.995 0.101 -2.355
C 5.272 0.355 -3.705
C 4.280 0.723 -4.575
C 2.938 0.773 -4.139
C 1.851 1.093 -4.978
C 0.578 0.988 -4.473
C 0.395 0.621 -3.136
N 1.382 0.410 -2.283
C 2.646 0.472 -2.783
C 4.736 -0.144 2.798
H 2.747 -0.379 5.522
H 0.995 -0.324 3.790
H 5.180 0.044 0.224
H 5.815 -0.176 -1.710
H 6.290 0.278 -4.053
H 4.506 0.964 -5.602
H 2.017 1.392 -6.002
H -0.288 1.181 -5.088
H -0.613 0.503 -2.759
H 5.777 -0.069 2.527
C -3.305 -0.345 -0.278
N -1.848 -0.186 -0.370
P -0.767 -1.514 -0.292
C -1.816 -2.853 -0.958
C -2.178 -2.820 -2.304
C -3.054 -3.767 -2.802
C -3.560 -4.753 -1.968
C -3.188 -4.794 -0.635
C -2.312 -3.852 -0.125
C -0.560 -1.999 1.457
C 0.569 -2.780 1.710
C 0.825 -3.241 2.987
C -0.045 -2.925 4.022
C -1.147 -2.120 3.782
C -1.409 -1.651 2.504
P -0.993 1.285 -0.191
C -1.293 1.893 1.508
C -2.583 2.110 1.996
C -2.763 2.516 3.307
C -1.672 2.710 4.140
C -0.388 2.528 3.648
C -0.199 2.133 2.335
C -1.880 2.459 -1.254
C -2.625 2.071 -2.368
C -3.200 3.034 -3.178
C -3.015 4.381 -2.904
C -2.261 4.770 -1.807
C -1.695 3.815 -0.983
H -3.694 -0.844 -1.168
H -3.776 0.634 -0.207
H -3.591 -0.941 0.589
H -1.774 -2.052 -2.954
H -3.346 -3.740 -3.840
H -4.241 -5.492 -2.358
H -3.582 -5.558 0.015
H -2.025 -3.894 0.916
H 1.234 -3.028 0.883
H 1.695 -3.848 3.177
H 0.138 -3.306 5.014
H -1.815 -1.864 4.591
H -2.273 -1.024 2.334
H -3.447 1.974 1.362
H -3.764 2.685 3.673
H -1.821 3.008 5.167
H 0.469 2.700 4.281
H 0.805 2.032 1.933
H -2.775 1.025 -2.597
H -3.794 2.730 -4.026
H -3.461 5.126 -3.543
H -2.116 5.817 -1.597
H -1.112 4.107 -0.119
*
```

Below is C41H34AsN3O2RuS4Sb as an isolated structure, with properties calculated with ωB97M-V/def2-TZVPD.

* HOMO (spin up / spin down): -5.31 / -7.81 eV
* <S²>: 8.801
* max |F|: 0.48 eV/Å
* orbital gap (spin up / spin down): 5.6 / 5.8 eV
* ΔE to the lowest compared entry with this formula, charge and spin: 0.00 kJ/mol

Structure (ORCA input):
```
! wB97M-V def2-TZVPD RIJCOSX def2/J DEFGRID3
* xyz 0 6
Ru 0.275 0.749 -0.798
C -0.698 5.226 0.924
O -0.861 4.172 1.897
C -0.481 3.040 1.288
N -0.087 3.108 0.078
C -0.216 4.502 -0.358
C 1.058 5.061 -0.943
C 2.304 4.564 -0.585
C 3.456 5.097 -1.147
C 3.373 6.140 -2.057
C 2.129 6.646 -2.413
C 0.978 6.102 -1.864
C -0.535 1.784 2.037
C -0.707 1.769 3.393
C -0.681 0.513 4.056
C -0.479 -0.619 3.321
C -0.317 -0.543 1.920
N -0.373 0.679 1.275
C -0.084 -1.674 1.098
N 0.092 -1.501 -0.193
C 1.212 -3.925 -0.015
C 0.170 -4.076 1.073
O -0.032 -2.850 1.770
C 1.580 -5.190 -0.742
C 0.706 -6.265 -0.863
C 1.083 -7.400 -1.569
C 2.330 -7.469 -2.169
C 3.205 -6.396 -2.061
C 2.831 -5.267 -1.352
H 0.033 5.939 1.303
H -1.665 5.710 0.799
H -0.982 4.558 -1.134
H 2.374 3.731 0.102
H 4.420 4.682 -0.882
H 4.273 6.550 -2.498
H 2.055 7.454 -3.130
H 0.006 6.477 -2.167
H -0.850 2.698 3.924
H -0.800 0.459 5.129
H -0.431 -1.591 3.790
H 2.110 -3.485 0.428
H 0.500 -4.782 1.836
H -0.781 -4.415 0.657
H -0.277 -6.227 -0.412
H 0.395 -8.232 -1.651
H 2.620 -8.354 -2.721
H 4.180 -6.440 -2.528
H 3.512 -4.428 -1.268
S 2.504 0.961 -0.255
Sb 3.189 0.032 -2.362
S 0.560 -2.756 -1.230
S 0.861 0.279 -2.976
S 4.290 1.760 -3.468
C -4.708 3.604 1.405
C -4.314 2.283 1.577
C -3.561 1.648 0.602
C -3.194 2.334 -0.553
C -3.594 3.654 -0.727
C -4.352 4.287 0.251
As -2.034 1.417 -1.803
C -3.186 -0.018 -2.405
C -4.553 0.156 -2.610
C -5.335 -0.914 -3.017
C -4.759 -2.164 -3.208
C -3.404 -2.346 -2.981
C -2.619 -1.275 -2.576
C -1.921 2.643 -3.300
C -0.723 3.330 -3.485
C -0.589 4.244 -4.520
C -1.651 4.471 -5.384
C -2.844 3.783 -5.211
C -2.980 2.873 -4.173
H -5.293 4.098 2.169
H -4.589 1.747 2.477
H -3.241 0.622 0.747
H -3.331 4.185 -1.635
H -4.667 5.313 0.108
H -5.018 1.115 -2.414
H -6.396 -0.775 -3.175
H -5.373 -2.997 -3.524
H -2.948 -3.319 -3.117
H -1.561 -1.415 -2.402
H 0.122 3.135 -2.835
H 0.350 4.765 -4.651
H -1.545 5.175 -6.199
H -3.670 3.950 -5.890
H -3.913 2.337 -4.059
*
```

Below is C41H34N2O3P2PdS2 as an isolated structure, with properties calculated with ωB97M-V/def2-TZVPD.

* HOMO (spin up / spin down): -6.91 / -6.91 eV
* max |F|: 1.19 eV/Å
* orbital gap (spin up / spin down): 6.5 / 6.5 eV
* ΔE to the lowest compared entry with this formula, charge and spin: 50.57 kJ/mol

Structure (ORCA input):
```
! wB97M-V def2-TZVPD RIJCOSX def2/J DEFGRID3
* xyz 0 1
Pd -0.979 0.336 0.678
C 5.952 -0.749 0.313
C 5.218 -0.230 -0.747
C 3.904 0.160 -0.546
C 3.298 0.058 0.713
C 4.042 -0.463 1.765
C 5.362 -0.864 1.562
P 1.544 0.615 0.827
C 1.332 0.394 2.642
C 0.920 -0.857 3.094
C 0.807 -1.113 4.454
C 1.096 -0.113 5.373
C 1.492 1.141 4.928
C 1.614 1.393 3.567
C 1.609 2.410 0.630
C 2.734 3.180 0.621
C 2.637 4.582 0.429
C 1.421 5.165 0.238
C 0.230 4.387 0.212
C -1.037 4.970 -0.063
C -2.147 4.186 -0.165
C -2.062 2.783 0.030
C -0.867 2.211 0.332
C 0.327 2.992 0.411
H 6.979 -1.059 0.165
H 5.666 -0.134 -1.728
H 3.342 0.576 -1.377
H 3.607 -0.563 2.749
H 5.928 -1.265 2.393
H 0.676 -1.639 2.382
H 0.476 -2.086 4.792
H 0.998 -0.307 6.434
H 1.701 1.928 5.641
H 1.922 2.374 3.225
H 3.707 2.726 0.764
H 3.537 5.184 0.430
H 1.344 6.235 0.081
H -1.100 6.042 -0.210
H -3.107 4.628 -0.403
H -2.950 2.165 -0.055
O -1.922 -1.816 1.167
S -3.314 -1.479 0.742
O -4.359 -1.874 1.653
O -3.398 -0.074 0.315
C -3.488 -2.365 -0.782
C -4.623 -3.127 -1.002
C -4.786 -3.767 -2.224
C -3.824 -3.637 -3.209
C -2.683 -2.874 -2.978
C -2.487 -2.225 -1.769
P -0.944 -1.236 -1.431
C 0.319 -2.534 -1.254
C -0.008 -3.786 -0.735
C 0.986 -4.722 -0.478
C 2.318 -4.416 -0.727
C 2.656 -3.166 -1.226
C 1.660 -2.232 -1.486
C -0.593 -0.476 -3.062
C 0.093 -1.096 -4.107
C 0.276 -0.447 -5.321
C -0.232 0.832 -5.509
C -0.913 1.461 -4.477
C -1.086 0.814 -3.259
H -5.360 -3.212 -0.215
H -5.669 -4.368 -2.406
H -3.954 -4.132 -4.164
H -1.939 -2.787 -3.762
H -1.041 -4.024 -0.512
H 0.717 -5.690 -0.075
H 3.091 -5.147 -0.522
H 3.693 -2.912 -1.409
H 1.931 -1.257 -1.869
H 0.499 -2.092 -3.970
H 0.813 -0.941 -6.121
H -0.092 1.338 -6.457
H -1.305 2.462 -4.613
H -1.601 1.317 -2.449
N -4.646 0.956 3.102
C -3.464 1.590 3.029
N -3.486 2.921 2.827
S -2.016 0.739 3.259
H -5.480 1.408 2.763
H -4.611 -0.053 2.991
H -4.308 3.389 2.485
H -2.594 3.361 2.666
*
```